Record 1
A structure of composition C33H38AsCl5LuN4O in a non-equilibrium geometry. Source: the OMol25 dataset; level of theory: the ωB97M-V functional and the def2-TZVPD basis.

Geometry as XYZ:
```
83
Properties=species:S:1:pos:R:3:forces:R:3
Lu 0.566900 -0.276100 0.443000 -2.4027 -0.8568 -0.7214
C -0.445900 0.351600 3.749100 0.0828 0.3071 -0.0073
N -0.348100 -0.820100 2.878300 -0.1415 -0.0852 -0.2742
C 0.691200 -1.713100 3.404400 0.4600 -0.0856 0.0486
C -1.595100 -1.560100 2.775700 -0.2913 -0.1265 -0.4944
C -2.200500 -2.099400 3.898700 -0.0284 0.0250 0.1309
C -3.305100 -2.929100 3.808100 0.0190 0.0224 0.1882
C -3.769800 -3.278200 2.550300 -0.0642 -0.0275 0.0024
C -3.196400 -2.735100 1.425100 0.1367 0.0270 -0.0690
C -2.144800 -1.798200 1.492500 -0.0556 0.0196 0.4321
N -1.621100 -1.175600 0.387800 0.6272 -0.0298 0.1597
C -2.450200 -0.849800 -0.644400 -0.1277 0.0700 -0.3876
C -3.853000 -0.711100 -0.512600 0.1421 0.0349 0.0547
C -4.656900 -0.347400 -1.566000 -0.0681 -0.0255 -0.0934
C -4.110800 -0.109300 -2.818700 -0.0689 0.0616 -0.1711
C -2.736100 -0.175000 -2.960300 -0.0856 0.0729 -0.1232
C -1.904000 -0.490000 -1.900500 -0.2449 -0.1176 0.4719
N -0.457100 -0.451600 -2.064000 -0.1796 0.1647 0.0246
C -0.063500 -1.582100 -2.912000 0.1340 -0.2745 -0.0237
C -0.055600 0.814600 -2.695000 0.0478 0.1871 -0.0825
H -0.528700 0.081200 4.811300 -0.0064 -0.0911 -0.0820
H -1.312100 0.953500 3.481000 0.0411 -0.0049 -0.0579
H 0.459600 0.946500 3.616600 -0.0472 0.0234 0.0618
H 0.509000 -1.979400 4.453700 -0.1117 -0.0066 -0.0380
H 1.658400 -1.216100 3.335000 -0.0081 0.0342 -0.0212
H 0.718000 -2.622400 2.809400 0.0204 0.0139 0.0594
H -1.808200 -1.864500 4.878000 0.1270 0.0235 0.0936
H -3.780600 -3.309000 4.701400 0.0269 -0.0498 0.0528
H -4.591100 -3.974000 2.446100 -0.0500 -0.0778 -0.0075
H -3.546200 -3.039400 0.449300 -0.0455 0.0328 -0.0427
H -4.289600 -0.849800 0.465700 -0.0471 -0.0222 -0.0433
H -5.722600 -0.244100 -1.411000 -0.0750 0.0131 0.0263
H -4.735800 0.154500 -3.662200 0.0041 -0.0090 0.0073
H -2.308000 0.036100 -3.931100 0.0642 0.0510 -0.0258
H -0.628000 -1.589700 -3.855600 0.0344 0.0499 0.1056
H -0.256700 -2.513800 -2.377500 0.0121 0.0407 -0.0349
H 0.997600 -1.521200 -3.150000 -0.0320 -0.0225 0.0304
H -0.388000 0.889800 -3.739400 0.0029 -0.0502 0.0706
H 1.032400 0.895400 -2.689000 -0.0138 0.0183 0.0468
H -0.474300 1.647700 -2.126500 0.1250 -0.0556 -0.0624
Cl 2.665400 -0.876500 -1.274300 0.7660 0.4743 -0.6518
C 2.494600 -2.485400 -0.667200 -0.7288 -0.6869 0.5090
C 1.331200 -2.697000 0.082100 0.8954 -0.4290 -0.2464
C 1.184600 -4.037600 0.456400 -0.0895 0.5510 -0.1402
Cl -0.271500 -4.491700 1.283900 -0.2424 -0.1438 0.1610
C 2.110700 -5.042100 0.183300 0.0414 0.0455 0.0220
Cl 1.857700 -6.664000 0.707800 -0.0522 -0.1448 0.0580
C 3.269600 -4.735500 -0.520800 -0.0376 0.1675 -0.0710
Cl 4.446400 -5.944800 -0.852200 0.0959 -0.1150 -0.0340
C 3.456200 -3.435600 -0.978400 0.0596 0.0003 -0.0586
Cl 4.849800 -3.041400 -1.920600 0.0282 0.0863 -0.0176
C -1.999700 1.828100 0.927300 0.3669 0.1567 -0.1766
C -1.292200 3.122800 0.672700 0.2116 -0.3890 0.1233
C -2.051600 4.273300 0.738400 -0.0954 0.3034 0.0224
C -1.500300 5.521800 0.521800 -0.0126 0.0131 0.0467
C -0.148500 5.576400 0.225000 -0.2395 0.2905 0.0317
C 0.638700 4.446100 0.135000 0.1458 -0.2598 0.0152
C 2.063000 4.626300 -0.299800 -0.0800 -0.1821 0.1448
C 0.106900 3.140600 0.379300 -0.5598 0.8104 -0.3406
N 0.825700 1.990600 0.297100 0.8403 -1.3504 0.4010
H -2.722700 1.943100 1.734500 -0.0362 -0.1497 0.0844
H -1.272900 1.047700 1.188100 -0.6404 0.3548 0.1536
H -2.547100 1.509700 0.037700 0.0805 -0.1107 0.0901
H -3.107200 4.182200 0.976000 -0.0105 -0.0089 0.0026
H -2.100500 6.419500 0.585800 0.0015 0.0382 -0.0087
H 0.304400 6.543500 0.040600 0.1005 0.0445 -0.0352
H 2.744100 4.100800 0.373800 0.0659 0.3214 -0.2771
H 2.331900 5.683600 -0.311100 0.0227 -0.0272 0.0037
H 2.190300 4.222500 -1.306700 0.1935 -0.0703 0.0270
C 2.047700 3.027500 2.718200 -0.0010 -0.3307 -0.5500
As 2.601000 1.753700 1.190000 1.4498 2.1502 0.5087
C 4.478100 1.730700 2.133000 -0.3696 -0.1743 -0.2080
C 3.676600 1.899000 -0.562600 -0.4021 -0.0274 0.4237
O 2.234800 0.136600 1.539400 0.6977 -0.4895 0.8212
H 2.563800 3.984500 2.612900 -0.0289 -0.0910 -0.0490
H 2.384100 2.558900 3.645600 0.0254 -0.0955 -0.1701
H 0.970200 3.187800 2.732500 0.0798 0.0266 -0.0180
H 4.935200 2.724900 2.114300 -0.0872 0.0631 -0.0591
H 5.150000 1.040300 1.624500 0.0132 -0.0698 -0.1066
H 4.407400 1.409900 3.173500 -0.1670 0.0075 0.0306
H 4.264800 2.816200 -0.588500 -0.1177 0.0141 0.1357
H 3.017900 1.854900 -1.430100 -0.0241 0.1107 0.0727
H 4.367400 1.056200 -0.571400 -0.0715 0.0417 0.1252
```
Positions in Å, forces in eV/Å.

Results
Kohn-Sham gap = 6.55 eV
Energy = -199919.9633 eV
Lowest unoccupied orbital energy = 0.0877 Ha
Energy above the lowest of the compared OMol25 structures with the same formula, charge and spin = 11.9 kcal/mol
Net charge = -1

***

Record 2
A structure of composition C8H6N2O3Pt in a non-equilibrium geometry. Source: the OMol25 dataset; level of theory: the ωB97M-V functional and the def2-TZVPD basis.

Geometry as XYZ:
```
20
Properties=species:S:1:pos:R:3:forces:R:3
O -0.001771 2.512423 -4.641591 -0.0042 -2.8695 3.6528
C -0.001852 1.821743 -3.709808 0.0149 3.7556 -4.6771
Pt 0.000741 0.670163 -2.198523 -0.0957 -0.2058 1.8017
C 1.677061 -0.194524 -2.271045 6.9967 -1.8255 -1.0064
C -1.682140 -0.189539 -2.279619 -7.0529 -1.8628 -0.9710
O 2.718267 -0.678478 -2.445343 -3.9943 1.4397 0.6903
O -2.725483 -0.674808 -2.446746 4.1414 1.5183 0.6710
N 0.002969 -2.045441 0.086348 -0.0028 1.7778 1.5397
C 0.002014 -0.927479 0.870151 0.0015 -1.5436 -1.2912
C 0.004024 -1.034467 2.283488 0.0012 -0.4568 0.9422
C 0.002443 0.097455 3.079127 0.0007 0.1452 -0.0592
C -0.000970 1.332949 2.429016 0.0010 -0.1037 0.7812
C -0.002514 1.374479 1.030109 -0.0001 -1.0140 -1.6061
N -0.000900 0.271186 0.267675 -0.0091 1.7889 -0.4315
H 0.000749 -1.994974 -0.925754 -0.0003 0.0200 0.0974
H 0.004769 -2.950798 0.531246 0.0008 -0.2866 -0.0480
H 0.006489 -2.031046 2.711986 0.0003 0.0810 0.1171
H 0.003866 0.048720 4.174247 -0.0006 -0.1312 -0.5178
H -0.002500 2.273631 2.967793 0.0004 -0.1052 0.0754
H -0.005263 2.318804 0.487240 0.0011 -0.1219 0.2395
```
Positions in Å, forces in eV/Å.

Results
<S²> = 2.035
Kohn-Sham gap (spin up / spin down) = 8.82 / 6.35 eV
Multiplicity = 3
Energy = -20743.6114 eV
Lowest unoccupied orbital energy (spin up / spin down) = -0.2986 / -0.4295 Ha
Net charge = +2

***

Record 3
A cluster of 3 separate species, C5H10NO2 in total in a non-equilibrium geometry. Source: the OMol25 dataset; level of theory: the ωB97M-V functional and the def2-TZVPD basis.

Geometry as XYZ:
```
18
Properties=species:S:1:pos:R:3:forces:R:3
O 2.973481 1.290422 -0.803921 -0.0325 0.0381 1.0788
C 2.833759 0.291391 -1.530441 0.0975 -1.4797 -2.4820
O 2.598183 -0.826738 -1.044060 0.1097 0.9261 1.0556
C -1.869754 0.780797 -0.145075 1.2252 -0.6245 -0.1837
C -0.561968 -0.054161 0.034804 -0.4166 -0.0536 -0.3626
C -0.919724 -1.533096 0.303695 -0.0959 0.8120 0.4417
C 0.397947 0.611772 1.002140 0.3643 -0.4829 0.1477
N -2.843959 0.289838 -0.743980 -0.6677 0.3064 -0.1326
H 2.942151 0.348470 -2.629147 0.0043 0.5058 0.1467
H -0.138117 -0.041699 -0.975252 0.0815 0.2583 0.0179
H -1.909095 -1.639260 -0.131231 0.0253 -0.6801 -0.0382
H -0.990913 -1.706563 1.379629 -0.0845 -0.0256 -0.0076
H -0.216355 -2.253449 -0.103931 0.0905 0.1227 -0.1565
H 1.409871 0.302795 0.756905 0.0133 -0.1251 0.2147
H 0.410277 1.701624 0.956908 -0.2719 -0.0010 -0.0263
H 0.199118 0.279539 2.022934 -0.0902 0.2210 0.0365
H -1.712105 1.857884 -0.031329 -0.4094 0.1395 0.1951
H -2.602801 0.300427 1.681346 0.0571 0.1425 0.0548
```
Positions in Å, forces in eV/Å.

Results
<S²> = 1.792
Kohn-Sham gap (spin up / spin down) = 5.29 / 10.59 eV
Multiplicity = 2
Energy = -10924.7209 eV
Lowest unoccupied orbital energy (spin up / spin down) = -0.1551 / -0.0167 Ha
Energy above the lowest of the compared OMol25 structures with the same formula, charge and spin = 137.6 kcal/mol
Net charge = 0

***

Record 4
A cluster of 4 separate species, C22H43NO10P in total in a non-equilibrium geometry. Source: the OMol25 dataset; level of theory: the ωB97M-V functional and the def2-TZVPD basis.

Geometry as XYZ:
```
77
Properties=species:S:1:pos:R:3:forces:R:3
C 4.158187 -3.687538 1.123964 0.2748 -0.0837 0.9131
O 4.031150 -2.844834 -0.099917 -1.1878 0.3759 1.7794
C 3.039500 -1.748741 0.142673 0.7506 -0.4607 0.7458
C 3.327311 -0.501675 -0.881957 0.4872 -0.8852 -0.6341
C 1.991264 0.287902 -1.410913 -0.0059 -0.1164 0.3789
C 1.276130 1.247088 -0.259547 0.4602 0.2655 -0.9844
P 0.099788 0.057093 0.728893 0.3738 1.9512 1.1376
C -1.345215 1.010511 1.544439 -0.7398 1.5819 0.1650
C -2.698374 1.119106 0.625356 -1.2853 -0.3397 1.0060
C -3.594035 -0.292943 0.593418 1.0036 0.3483 -0.6544
C -5.161556 0.177018 0.496196 0.7029 0.7822 -0.4183
N -6.107052 -0.850710 -0.084587 -3.3893 -2.6037 0.5186
C -7.179595 -1.392542 0.834385 -2.1237 -2.8563 -3.4238
C -8.164464 -2.460710 0.069857 4.8347 3.2603 -1.9634
C -7.546815 -2.505555 -1.451686 1.9931 3.0306 3.8818
C -6.249346 -1.452412 -1.464891 -3.5993 -2.2241 1.9401
H 4.813095 -4.653998 0.955142 -1.3253 2.2272 -0.1913
H 3.121088 -4.053348 1.534149 1.7760 0.7907 -0.9200
H 4.686504 -3.053587 1.971606 -1.0832 -1.2185 -1.6436
H 1.981229 -2.238622 0.044154 1.6383 1.0449 -0.0004
H 3.207788 -1.432438 1.278714 -0.5476 -0.3500 -2.2914
H 4.143335 0.185619 -0.391678 -1.7830 -1.0888 -0.9941
H 3.844455 -0.976766 -1.845410 -1.1751 0.9504 2.1045
H 2.243542 0.951297 -2.353971 -0.5027 -1.4205 2.0360
H 1.176069 -0.516761 -1.700983 1.7968 1.5854 0.1792
H 2.078179 1.772693 0.449488 -1.9033 -1.4093 -1.2927
H 0.674982 2.126884 -0.795167 0.9661 -2.1235 1.3365
H 0.927795 -0.444694 1.834249 -0.8679 0.1548 -1.2159
H -0.360425 -1.046744 -0.078558 0.3631 0.7026 0.5146
H -0.959037 2.129684 1.697818 -0.5295 -2.4260 -0.3246
H -1.616800 0.625668 2.625594 0.7021 0.4205 -2.3379
H -2.530254 1.511360 -0.465623 -0.0869 -0.7791 2.1421
H -3.409695 1.904458 1.175272 1.8336 -1.4652 -1.1574
H -3.208632 -0.879537 -0.357451 -1.2303 1.0065 1.8039
H -3.357900 -0.993161 1.520078 -0.6864 1.6328 -1.7727
H -5.504957 0.525900 1.582414 0.4910 -1.0968 -2.4634
H -5.200172 1.153612 -0.173809 0.0914 -2.0491 1.2409
H -7.385375 -1.121107 1.954385 1.0541 -0.1580 -2.5498
H -9.115575 -3.047494 0.481262 2.5425 1.6036 -0.9204
H -7.979987 -3.163868 -2.328941 1.2847 1.7286 1.9096
H -5.585439 -1.201784 -2.395416 -1.3328 -0.3303 2.3618
C 8.584935 3.740571 -1.697850 0.1997 0.4843 -0.3115
O 8.181840 2.637638 -0.888349 -0.2014 -1.0820 -0.3113
C 8.085999 1.460393 -1.556320 0.2141 0.0513 -0.5944
O 8.310293 1.289666 -2.744447 -0.3980 0.2295 1.8072
O 7.697254 0.506095 -0.673496 0.1932 0.8415 -0.4579
C 7.554060 -0.794666 -1.240659 -0.0129 -0.5209 -0.1698
H 8.628424 4.628760 -1.061605 -0.0887 -0.3684 0.1009
H 9.581700 3.567989 -2.116652 -0.2771 -0.0391 -0.0504
H 7.855403 3.922496 -2.493628 0.2274 -0.1465 0.0424
H 8.509519 -1.148501 -1.641223 -0.2376 0.1398 -0.0811
H 6.783259 -0.794146 -2.018124 0.2634 0.0284 0.0075
H 7.240417 -1.477252 -0.446063 0.0591 0.3620 0.0234
C -3.762232 -4.378865 -1.694172 -0.4966 0.3464 0.0889
O -2.798716 -5.394649 -1.966305 1.3970 0.3050 -0.0254
C -1.513025 -4.960786 -1.959914 -0.1815 -0.3067 -0.0671
O -1.143328 -3.816529 -1.747543 -0.3405 -1.1220 -0.1291
O -0.709972 -6.020443 -2.230875 -0.8563 0.9560 0.2644
C 0.681915 -5.710397 -2.256921 0.5515 0.0441 -0.0600
H -4.754457 -4.837279 -1.724572 0.3512 -0.1068 -0.0350
H -3.607863 -3.958150 -0.695229 0.0312 0.0236 -0.2226
H -3.721980 -3.594222 -2.456597 0.0838 -0.0757 0.2126
H 1.013913 -5.342868 -1.280574 -0.0848 0.0715 -0.2049
H 0.899926 -4.979041 -3.041889 -0.0635 -0.0260 0.2429
H 1.228923 -6.629993 -2.482316 -0.3879 0.0725 0.0420
C -0.111458 6.477989 4.049550 0.5245 -0.1098 0.2239
O -1.397439 6.918587 3.617851 -0.8210 -0.8432 -0.6922
C -2.113116 5.980509 2.947705 -0.0018 0.2299 0.0905
O -1.748956 4.841293 2.701383 -0.3997 1.1783 0.2110
O -3.303995 6.529488 2.598973 1.1232 -0.4416 0.3563
C -4.168042 5.650084 1.881876 -0.3694 -0.2411 -0.2566
H 0.371760 7.307319 4.573277 -0.3595 -0.0273 -0.1765
H -0.204881 5.638590 4.746256 0.0146 0.0662 -0.2422
H 0.510722 6.203328 3.191628 -0.1690 -0.0793 0.1563
H -4.423558 4.777615 2.491844 0.1577 0.0865 -0.1379
H -3.708127 5.342344 0.937227 -0.0096 -0.0481 0.2219
H -5.089806 6.192711 1.654753 0.3297 0.1090 0.1923
```
Positions in Å, forces in eV/Å.

Results
Kohn-Sham gap = 6.80 eV
Energy = -54748.3163 eV
Lowest unoccupied orbital energy = -0.1094 Ha
Net charge = +1